{"formula": "C27H63BrIN3O13Si2", "method": "ωB97M-V with the def2-TZVPD basis set", "elements": ["I", "Br", "Si", "Si", "O", "O", "O", "O", "O", "O", "O", "O", "O", "O", "O", "O", "O", "N", "N", "N", "C", "C", "C", "C", "C", "C", "C", "C", "C", "C", "C", "C", "C", "C", "C", "C", "C", "C", "C", "C", "C", "C", "C", "C", "C", "C", "C", "H", "H", "H", "H", "H", "H", "H", "H", "H", "H", "H", "H", "H", "H", "H", "H", "H", "H", "H", "H", "H", "H", "H", "H", "H", "H", "H", "H", "H", "H", "H", "H", "H", "H", "H", "H", "H", "H", "H", "H", "H", "H", "H", "H", "H", "H", "H", "H", "H", "H", "H", "H", "H", "H", "H", "H", "H", "H", "H", "H", "H", "H", "H"], "positions_angstrom": [[-4.995859, 3.381689, 1.825847], [-9.033905, 1.959960, 1.825824], [-7.059574, 1.616145, -1.124351], [-4.466665, 2.197192, -0.305661], [-0.259129, -4.118909, 4.401665], [-1.394773, 0.559125, -1.039150], [1.728519, 0.726769, -3.399154], [8.182710, 3.987351, 1.567485], [8.534806, 3.498380, -1.460732], [5.006758, 0.087912, -3.262287], [9.275536, 6.347674, -0.526708], [2.999567, -1.032931, -1.201354], [-5.628520, 2.577288, -1.526434], [-1.130400, 1.439981, 1.103716], [-2.641127, -5.933172, 3.649285], [0.124014, -7.288348, 3.412051], [-1.965907, 1.099430, 3.218953], [-6.013651, -2.013690, -2.401717], [-7.401844, -1.390560, -0.525872], [-8.423999, -1.946967, -2.626971], [0.548924, 0.555711, -4.159393], [-7.241448, -1.235064, -1.993763], [0.565635, -8.574545, 3.800287], [8.752844, 2.861402, 0.910805], [4.929209, -1.226180, -2.723221], [-1.754527, -6.037643, 2.533393], [7.739698, 4.683368, -1.385232], [-2.861805, -0.553790, 1.661070], [-0.974994, -7.346914, 2.507118], [8.528688, 5.954663, -1.674826], [-2.660550, 2.640428, -0.757408], [2.732077, 0.370814, -1.223324], [7.141496, 3.620738, 2.452102], [-8.658570, 2.669287, -1.104782], [-1.683404, 1.468413, -0.222476], [0.015338, -2.768610, 4.082590], [1.468863, 0.728638, -1.997252], [-2.024461, -5.695919, 4.916084], [-9.750838, 2.240801, -0.006596], [-7.186896, 0.288789, -2.516427], [-10.604913, 0.942464, -0.485935], [3.480488, -1.595715, -2.422867], [-1.504938, -4.270796, 5.071534], [6.288892, 0.661576, -3.092308], [9.444413, 3.289147, -0.379255], [10.368778, 7.180716, -0.859832], [-1.966186, 0.722653, 2.020970], [3.599165, 0.932629, -1.575392], [9.198009, 5.784065, -2.526326], [0.676879, 0.013664, -1.754745], [9.489695, 2.417006, 1.590471], [-1.251104, -6.436744, 5.125303], [-2.307819, 3.648333, -0.336443], [-8.357955, -1.147226, -0.212246], [5.335354, -1.917707, -3.471217], [-9.298161, -1.608824, -2.183270], [-5.554019, -1.518110, -3.190150], [7.522553, 2.969027, 3.246567], [0.086132, -2.165511, 4.994684], [-1.340491, -4.055410, 6.133980], [6.269773, 1.670442, -3.506523], [7.207039, 4.741654, -0.434559], [6.739159, 4.529964, 2.900864], [-2.817185, -5.847186, 5.655329], [6.982858, 4.573011, -2.167293], [-0.237357, -9.114962, 4.313015], [0.821644, 0.552139, -5.216336], [-10.412601, 0.123924, 0.288712], [-11.702118, 1.246842, -0.509577], [-10.189468, 0.667372, -1.526977], [10.087286, 4.157889, -0.228609], [-6.345296, 0.478122, -3.281384], [7.980732, 2.118679, 0.679077], [-1.642837, -8.175840, 2.769824], [5.520384, -1.300824, -1.803247], [-0.568396, -7.512759, 1.502888], [10.899320, 7.431661, 0.060262], [-8.169889, 0.520137, -3.076764], [10.022148, 8.104474, -1.334075], [-2.585140, 2.634407, -1.904601], [-2.616071, -1.042858, 0.659265], [-10.490055, 3.123604, 0.071758], [-8.477989, 3.802255, -0.981172], [10.091679, 2.467745, -0.702034], [3.433057, -2.679695, -2.279007], [6.335018, 3.119917, 1.906591], [-2.245986, -3.569252, 4.671005], [2.574915, 0.650937, -0.177595], [-9.157528, 2.525833, -2.140143], [-2.398962, -6.013567, 1.649815], [7.836875, 6.770223, -1.914755], [-4.580110, 0.740577, -0.067045], [1.396001, -8.453957, 4.498108], [-8.424599, -1.706620, -3.631025], [-1.095872, -5.169770, 2.469501], [6.537805, 0.731307, -2.028481], [-7.234509, -2.381980, -0.263041], [-3.981656, -0.278916, 1.699894], [11.062738, 6.652623, -1.522587], [-0.153312, 1.375411, -3.975570], [0.910521, -9.144768, 2.931795], [0.968979, -2.728791, 3.554511], [-2.666279, -1.333848, 2.488191], [-5.366298, -2.031281, -1.590028], [7.047186, 0.072926, -3.621238], [1.142472, 1.738634, -1.722800], [-0.761309, -2.368482, 3.422600], [-6.810060, 1.051384, 0.196666], [0.078765, -0.404861, -3.923242], [2.817918, -1.357819, -3.256673]], "atomic_forces_ev_per_a": [[0.142, -0.381, -0.635], [-0.284, 0.268, -0.718], [0.574, 0.799, -1.448], [-0.873, 0.864, -0.839], [-0.178, 0.098, -0.238], [-1.091, 3.154, 3.465], [-0.094, -0.191, -0.035], [-0.253, -0.083, -0.131], [0.012, 0.207, 0.234], [0.051, 0.058, 0.261], [0.204, -0.120, -0.164], [0.046, 0.177, -0.269], [0.208, -1.347, 2.305], [-2.705, -0.627, -0.955], [0.321, 0.029, 0.015], [-0.195, -0.158, 0.150], [0.399, -1.268, -4.863], [-0.299, 1.364, 0.609], [0.201, -0.146, -0.328], [0.572, 0.810, 0.066], [0.318, 0.029, 0.062], [-0.589, -1.012, -0.704], [0.015, 0.294, -0.024], [0.242, 0.532, 0.034], [-0.384, 0.255, -0.382], [-0.219, -0.261, 0.020], [0.147, -0.029, -0.308], [0.276, -0.244, -0.223], [0.393, 0.435, 0.161], [-0.108, -0.015, 0.595], [1.566, -0.024, 0.456], [-0.252, -0.117, 0.086], [0.235, 0.137, -0.079], [-0.868, 0.772, 0.038], [0.460, -2.332, -3.576], [0.109, -0.275, 0.148], [0.541, -0.024, -0.332], [-0.255, 0.241, -0.044], [-1.310, 0.516, -1.581], [-0.500, 0.194, -0.246], [1.131, 0.778, 0.486], [0.209, -0.085, 0.275], [0.450, -0.410, -0.012], [-0.234, -0.058, -0.120], [-0.184, -0.300, -0.037], [-0.191, -0.132, 0.180], [-0.542, 0.548, 4.484], [-0.100, -0.007, -0.218], [-0.041, -0.037, -0.012], [0.116, 0.065, 0.026], [0.036, -0.218, -0.074], [0.168, 0.178, -0.091], [-0.721, -1.448, -0.604], [0.818, -0.202, -0.367], [0.058, -0.200, 0.109], [0.742, -0.108, -0.646], [-0.285, -0.583, 0.953], [-0.132, -0.063, 0.006], [-0.067, 0.135, -0.098], [-0.214, 0.054, 0.089], [-0.052, -0.112, -0.015], [0.193, 0.158, 0.071], [0.127, -0.031, -0.047], [-0.020, 0.079, -0.120], [0.119, -0.032, -0.037], [-0.002, -0.133, -0.079], [0.064, 0.070, 0.114], [-0.545, 0.911, -1.353], [1.469, -0.747, -0.119], [-1.016, 0.130, 1.627], [-0.170, 0.069, 0.184], [-1.190, -0.450, 1.231], [0.011, -0.015, -0.033], [-0.039, 0.038, -0.022], [-0.022, -0.023, 0.022], [-0.178, -0.076, -0.143], [-0.142, -0.032, -0.033], [1.487, -0.408, 0.788], [0.099, 0.035, -0.091], [0.112, -0.086, 1.756], [-0.319, 0.891, 1.326], [1.320, -1.453, 0.182], [0.017, -1.800, -0.191], [-0.143, -0.007, -0.012], [0.057, 0.085, 0.099], [-0.024, -0.128, 0.076], [-0.038, -0.015, 0.007], [-0.072, -0.115, -0.033], [0.643, 0.366, 1.620], [-0.044, -0.082, 0.097], [-0.078, -0.031, -0.226], [0.209, 0.244, -0.060], [-0.052, 0.081, -0.115], [-0.332, -0.256, 0.687], [0.182, -0.153, 0.118], [0.152, -0.038, 0.000], [-0.322, 0.916, -0.495], [1.921, -0.276, 0.001], [0.014, 0.102, -0.115], [-0.145, -0.057, 0.003], [-0.030, -0.132, 0.028], [-0.058, -0.084, 0.083], [-0.243, 1.465, -1.236], [-0.447, 0.172, -0.908], [0.102, 0.045, 0.100], [-0.117, 0.010, 0.218], [-0.037, 0.144, 0.062], [-0.006, 0.021, 0.085], [-0.164, 0.062, 0.046], [0.163, 0.197, -0.053]], "lumo_energy_ev": 0.030, "gap_ev": 9.0, "largest_force_ev_per_a": 5.0, "molar_mass_g_mol": 900.8}

---

{"formula": "C27H63N9O9", "method": "ωB97M-V with the def2-TZVPD basis set", "elements": ["O", "O", "O", "O", "O", "O", "O", "O", "O", "N", "N", "N", "N", "N", "N", "N", "N", "N", "C", "C", "C", "C", "C", "C", "C", "C", "C", "C", "C", "C", "C", "C", "C", "C", "C", "C", "C", "C", "C", "C", "C", "C", "C", "C", "C", "H", "H", "H", "H", "H", "H", "H", "H", "H", "H", "H", "H", "H", "H", "H", "H", "H", "H", "H", "H", "H", "H", "H", "H", "H", "H", "H", "H", "H", "H", "H", "H", "H", "H", "H", "H", "H", "H", "H", "H", "H", "H", "H", "H", "H", "H", "H", "H", "H", "H", "H", "H", "H", "H", "H", "H", "H", "H", "H", "H", "H", "H", "H"], "positions_angstrom": [[11.844695, 14.188455, 6.587945], [15.820215, 10.480455, 10.674575], [14.759825, 15.013295, 14.738035], [6.284095, 17.768685, 9.756975], [9.736005, 20.350375, 11.853355], [14.502235, 19.277045, 17.930585], [9.435605, 19.213515, 17.059265], [14.838905, 13.368235, 7.719155], [12.443995, 17.240055, 10.760195], [11.448385, 21.795415, 12.230055], [13.641625, 9.890155, 10.346505], [14.245775, 15.435425, 7.558885], [13.652425, 16.061395, 12.285435], [13.230615, 13.302165, 14.884355], [9.330055, 17.074125, 16.428165], [14.142855, 17.764545, 16.310185], [8.421225, 18.329975, 10.349685], [11.254495, 14.404035, 8.643215], [15.129205, 14.501605, 7.958955], [13.885905, 8.509965, 9.795435], [14.483555, 13.814775, 14.753925], [10.696995, 14.063775, 9.914095], [11.973875, 17.647485, 13.078585], [7.166765, 18.590785, 9.938575], [13.823565, 18.311605, 17.489805], [14.138975, 16.919435, 7.830745], [10.194365, 21.352075, 12.441365], [14.080825, 11.984905, 11.175015], [15.670985, 12.895685, 14.736465], [8.370915, 18.885535, 14.923165], [12.720495, 17.682545, 18.303305], [9.140205, 18.383995, 16.211465], [14.477565, 15.379525, 11.283605], [12.455725, 21.252345, 11.354605], [10.609545, 12.347525, 7.443305], [9.367715, 22.235515, 13.310355], [8.928755, 17.024065, 10.612775], [16.504585, 14.867865, 8.570285], [6.842645, 20.061485, 9.623565], [12.038515, 14.058675, 15.194915], [8.884105, 16.034605, 15.573845], [14.595295, 10.692535, 10.739835], [11.321425, 13.663345, 7.577035], [15.203565, 18.193815, 15.439315], [12.712975, 16.944665, 11.922055], [15.300675, 11.871305, 14.776605], [14.857585, 18.412555, 14.429095], [11.028905, 11.523965, 8.021235], [14.748045, 12.457455, 11.895865], [16.379665, 13.086185, 13.930505], [10.652615, 12.014825, 6.406215], [14.561645, 8.621545, 8.947485], [12.683475, 10.208755, 10.323165], [15.276895, 16.040805, 10.949125], [10.717815, 12.994575, 10.124975], [16.651825, 15.851825, 9.015525], [14.932745, 17.163505, 8.536755], [13.131115, 11.832975, 11.687925], [11.375495, 13.640705, 15.952415], [16.737165, 14.097915, 9.305945], [13.114475, 12.300865, 14.947715], [11.948805, 18.390865, 18.604775], [7.209325, 20.552225, 10.525135], [11.985825, 20.479785, 10.745965], [14.246435, 17.464935, 6.893215], [13.112345, 17.239025, 19.218645], [8.898745, 19.121555, 10.756465], [5.760025, 20.108885, 9.506175], [13.762655, 16.869155, 16.038455], [8.127145, 19.947065, 14.965995], [13.225755, 20.771015, 11.957495], [12.874605, 21.976855, 10.656225], [15.926945, 18.940425, 15.767035], [9.521555, 21.974295, 14.357355], [9.886875, 16.809455, 17.228165], [12.187735, 16.886325, 17.783395], [11.243315, 14.530225, 10.733895], [8.981335, 18.721695, 14.035115], [8.272325, 16.208975, 10.308085], [12.960295, 8.205175, 9.307135], [9.567205, 12.512505, 7.716075], [8.646135, 16.353855, 14.559175], [12.596495, 17.500855, 13.961155], [16.247175, 13.115795, 15.635155], [9.562525, 15.182575, 15.530625], [14.310875, 7.771145, 10.474885], [12.307275, 15.036945, 15.593505], [9.129995, 16.880055, 11.674315], [8.347985, 21.925195, 13.082425], [9.446295, 23.313435, 13.168825], [17.280075, 14.763725, 7.811425], [9.833275, 16.993075, 10.005335], [7.406515, 18.378615, 14.955785], [13.895255, 15.893385, 13.251305], [10.989905, 17.234875, 13.301405], [7.293405, 20.453555, 8.711865], [14.005935, 12.697945, 10.354005], [9.662215, 14.394475, 10.003395], [11.535325, 14.255645, 14.248295], [13.418635, 15.029625, 7.145035], [13.138625, 17.137185, 8.204895], [11.834195, 18.710585, 12.882585], [11.857225, 22.512605, 12.811945], [15.777705, 17.281795, 15.275965], [13.861785, 14.977985, 10.478815], [11.720135, 15.299105, 8.689375], [15.002425, 14.581395, 11.808595], [7.907075, 15.684635, 15.907075]], "atomic_forces_ev_per_a": [[0.135, -0.679, -0.407], [-1.662, -0.462, 0.230], [-1.218, 0.465, -0.036], [0.262, -0.760, 0.144], [0.663, 1.281, 1.077], [-1.748, -1.715, -0.690], [0.482, -0.242, -0.060], [0.127, -2.937, 0.186], [0.269, -0.537, 0.005], [0.969, 0.685, 0.213], [-1.315, -3.748, -0.928], [-0.311, 2.652, 0.547], [0.235, -0.488, -0.687], [0.341, -0.614, 0.615], [0.852, -0.316, -0.387], [-0.638, -0.185, -0.401], [-1.021, 0.750, 0.154], [-0.056, 0.935, 3.507], [0.842, 2.261, 0.006], [-0.053, 1.658, -0.955], [0.922, 0.532, 0.312], [-0.651, -0.592, 0.913], [0.789, -0.521, 0.135], [-1.053, 0.490, -1.257], [2.009, 2.314, 1.469], [0.490, -1.939, -0.529], [0.239, -0.500, -1.676], [-0.347, 1.668, 1.253], [-0.587, -0.812, 0.326], [0.581, -0.862, 1.256], [-0.482, -0.370, 0.072], [-1.110, 2.640, -0.112], [0.143, 0.227, 1.014], [-0.475, -1.343, -0.441], [-0.123, -0.274, 0.094], [-1.198, -0.624, 0.502], [0.527, -0.287, -0.317], [-0.277, -0.316, -0.060], [0.208, -0.851, 0.756], [0.206, 1.254, -0.613], [-1.264, -0.873, -0.654], [3.456, 0.874, -0.419], [0.447, 0.387, -3.337], [1.101, -1.189, -0.810], [-1.168, 1.234, 0.176], [0.608, -0.246, -0.203], [-0.363, 0.522, 0.083], [0.006, 0.206, 0.364], [0.143, -0.257, -0.030], [-0.482, -0.086, -0.276], [0.059, 0.371, 0.052], [0.356, -0.030, 0.188], [0.362, -0.008, 0.174], [-0.272, 0.103, -0.488], [0.032, -0.105, -0.243], [-0.405, 0.023, -0.054], [-0.340, 0.382, -0.013], [-0.287, 0.388, -0.148], [0.227, -0.605, -0.279], [-0.103, 0.042, 0.097], [0.405, 0.135, -0.129], [0.270, 0.325, -0.149], [-0.208, 0.874, -0.250], [0.063, -0.108, 0.035], [0.277, 0.057, 0.049], [0.255, 0.151, -0.041], [0.390, -0.120, -0.121], [0.150, 0.177, 0.270], [-0.111, 0.110, 0.206], [0.463, -0.095, 0.490], [0.263, 0.087, -0.210], [-0.014, 0.241, 0.335], [-0.765, 0.115, 0.523], [0.158, 0.157, 0.116], [-0.231, 0.379, 0.064], [0.135, -0.126, -0.287], [0.181, 0.181, -0.160], [-0.409, -0.316, -0.225], [-0.320, 0.457, -0.183], [-0.107, -0.313, 0.544], [-0.082, -0.260, 0.121], [0.584, 0.279, -0.048], [-0.185, 0.309, 0.318], [-0.192, -0.097, 0.190], [0.062, 0.168, 0.034], [-0.329, 0.330, 0.252], [0.267, 0.060, -0.074], [0.297, -0.013, 0.079], [-0.133, 0.250, 0.124], [0.381, -0.198, -0.124], [-0.195, -0.033, -0.261], [0.367, -0.660, 0.478], [0.050, -0.279, -0.698], [-0.097, 0.147, 0.134], [-0.003, -0.233, -0.291], [0.334, -0.153, 0.209], [-0.228, -0.242, -0.216], [-0.121, -0.026, -0.003], [-0.552, -0.013, 0.197], [-0.216, -0.239, -0.341], [0.249, 0.032, 0.393], [0.133, -0.120, -0.167], [-0.821, 0.126, 0.210], [0.422, 0.010, -0.071], [0.227, 0.195, -0.072], [0.121, -0.080, -0.767], [-0.197, -0.140, -0.136], [-0.064, -0.462, 0.243]], "lumo_energy_ev": -0.189, "gap_ev": 8.7, "largest_force_ev_per_a": 4.1, "de_lowest_kj_mol": 277.1, "molar_mass_g_mol": 657.9}